No. 1
{
  "formula": "C3H4OS",
  "method": "wB97M-V/def2-TZVPD",
  "species": ["S", "O", "C", "C", "C", "H", "H", "H", "H"],
  "coordinates": [[1.25763, -0.75882, 0.28668], [2.33311, -0.39575, -0.63204], [0.32734, 1.49440, 1.79897], [0.78534, 0.51128, 1.28061], [-1.14366, -0.76703, -1.30887], [-0.66823, -0.29874, -2.18537], [0.20994, 2.22927, 2.63097], [-1.63412, -0.19796, -0.51342], [-1.46735, -1.81665, -1.35754]],
  "atomic_forces_ev_per_a": [[-1.0, -1.7, 0.1], [0.7, 0.7, -0.4], [0.0, 1.6, 2.5], [0.1, 0.1, -1.0], [-0.1, -0.3, 0.3], [-0.4, -0.2, 0.7], [-0.2, -0.9, -1.5], [0.3, 0.1, -0.6], [0.4, 0.5, -0.1]],
  "homo_lumo_gap_ev": [8.7, 7.5],
  "charge": 0,
  "e_above_lowest_kcal_mol": 120.67,
  "energy_ev": -16052.8770,
  "lumo_ev": [-0.102, -1.354]
}

No. 2
{
  "formula": "C6H15N2",
  "method": "wB97M-V/def2-TZVPD",
  "species": ["N", "N", "C", "C", "C", "C", "C", "C", "H", "H", "H", "H", "H", "H", "H", "H", "H", "H", "H", "H", "H", "H", "H"],
  "coordinates": [[1.13040, -0.97930, -0.12331], [-0.10019, 1.22845, 0.31083], [-2.22986, 0.07298, 0.94882], [-1.06502, 0.16439, 0.06001], [1.69394, -0.01007, 0.82825], [-0.36845, -1.29321, -0.00422], [-1.58720, 0.49399, -1.40083], [2.84432, 0.74444, 0.23012], [-3.02352, 0.70003, 0.69713], [3.37480, 1.17441, 1.13064], [-0.36025, 1.58666, 1.23786], [-2.09210, 1.53925, -1.48747], [-2.40925, -0.13545, -1.81699], [-0.69135, 0.34370, -2.08097], [3.54564, 0.02091, -0.29922], [2.60578, 1.39473, -0.49659], [-2.57328, -0.86601, 0.61889], [1.26800, -0.63975, -1.15000], [-1.92849, 0.25531, 1.99128], [-0.59302, -1.50799, 1.10761], [1.80098, -1.84237, -0.13671], [-0.64939, -1.91919, -0.80399], [1.79908, -0.33142, 1.85401]],
  "atomic_forces_ev_per_a": [[1.3, -2.0, -2.3], [2.5, -2.3, 1.8], [0.9, -0.1, 1.1], [0.4, 0.7, -4.0], [-2.7, 2.6, -2.5], [1.0, 3.3, 4.0], [-0.2, 0.6, -0.9], [2.1, -3.2, 3.5], [-1.0, 1.6, -0.4], [-0.2, 0.0, -1.5], [0.4, 0.2, -0.1], [1.6, -1.5, 0.3], [0.7, -0.2, 0.7], [-1.1, 0.7, 0.4], [-0.5, 0.5, 0.9], [-1.2, 2.7, -2.2], [-1.1, -1.7, 1.0], [-0.2, -0.1, 2.2], [-0.5, -0.8, -0.1], [0.8, -1.2, -2.0], [-1.8, 1.2, 0.3], [-0.6, -0.9, -0.5], [-0.5, -0.3, 0.0]],
  "homo_lumo_gap_ev": [9.0, 9.0],
  "charge": 1,
  "e_above_lowest_kcal_mol": 123.00,
  "energy_ev": -9434.6380,
  "lumo_ev": [-4.440, -4.441]
}

No. 3
{
  "formula": "C10H30FN13O11S",
  "method": "wB97M-V/def2-TZVPD",
  "species": ["S", "F", "O", "O", "O", "O", "O", "O", "O", "O", "O", "O", "O", "N", "N", "N", "N", "N", "N", "N", "N", "N", "N", "N", "N", "N", "C", "C", "C", "C", "C", "C", "C", "C", "C", "C", "H", "H", "H", "H", "H", "H", "H", "H", "H", "H", "H", "H", "H", "H", "H", "H", "H", "H", "H", "H", "H", "H", "H", "H", "H", "H", "H", "H", "H", "H"],
  "coordinates": [[-2.46982, -1.04991, -0.21325], [-3.70875, -0.19193, 0.05998], [0.85259, 2.31816, 0.44763], [-2.53697, 3.11714, 2.26476], [1.09496, -1.21815, -2.10255], [-2.94962, 6.20812, 6.00710], [-2.79172, -2.35598, 0.20958], [4.38368, -2.59838, -0.44524], [1.72414, -0.64295, -7.06746], [-4.31870, -1.69981, -4.35350], [0.63245, 0.70851, -1.11378], [2.60541, -3.43765, 1.77980], [-2.03041, -0.74818, -1.51752], [-3.37244, 4.29138, 4.01449], [-2.29953, 8.16507, 6.95161], [-3.88752, 2.05491, 3.75746], [1.12157, 0.13368, -5.01200], [-3.33067, -0.29991, -5.84501], [1.05636, -2.12278, -5.47491], [4.10193, -5.06213, 1.30171], [-0.86866, 6.34574, 6.89108], [3.83567, -2.45185, -2.63172], [2.16129, -5.55589, 2.47741], [-1.39369, -0.41745, 0.81876], [5.97909, -3.07604, -1.99686], [-2.05059, -1.60355, -4.43256], [1.33124, -0.85751, -5.93437], [-3.30212, -1.23596, -4.84021], [-2.09407, 6.86533, 6.58168], [-3.22191, 3.16124, 3.28354], [1.07690, -0.57326, -1.06504], [4.71308, -2.70765, -1.62282], [0.20168, 1.37479, 0.02833], [2.93392, -4.60696, 1.84901], [1.54177, -1.13576, 0.21291], [-1.11395, 1.02619, 0.66888], [-1.61285, 8.72276, 7.42009], [-4.22970, -0.00535, -6.16982], [-0.69255, 5.39636, 6.62532], [-2.89681, 5.11286, 3.70064], [4.06511, -2.50347, -3.60539], [-1.63223, -0.66282, 1.76596], [-1.91434, 1.53385, 0.16937], [2.90447, -2.17573, -2.35697], [-2.50676, 0.09186, -6.25849], [-1.20805, -1.22346, -4.81649], [4.39806, -6.01685, 1.34730], [-1.07341, 1.45427, 1.63836], [4.66911, -4.38077, 0.82395], [6.64350, -3.25146, -1.26959], [-1.99065, -2.27719, -3.69428], [-3.81386, 1.20776, 3.23213], [1.70073, -0.40752, 0.98431], [0.73261, -2.30480, -4.54175], [-3.91270, 4.35374, 4.85371], [0.80186, -1.83669, 0.52254], [1.30974, 1.07319, -5.30250], [2.45307, -1.65087, 0.01224], [1.30039, -5.24908, 2.88397], [0.81998, -0.04023, -4.06460], [-0.14958, 6.86241, 7.35795], [1.18905, -2.89132, -6.10292], [-4.45265, 2.06543, 4.58369], [-3.18954, 8.56850, 6.73406], [6.26687, -3.16418, -2.95165], [2.41451, -6.52185, 2.54193]],
  "atomic_forces_ev_per_a": [[1.3, -0.9, -0.1], [-1.2, 0.8, 0.1], [-1.3, -1.9, -1.1], [-0.2, -0.2, 0.2], [0.0, 0.9, 0.6], [0.0, 0.1, 0.1], [-0.1, -0.4, 0.2], [0.4, -0.2, -0.2], [0.0, 0.0, 0.1], [0.0, 0.0, 0.0], [-0.6, 0.1, 0.2], [-0.3, -0.1, 0.3], [-0.1, 0.2, -0.4], [-0.1, -0.3, -0.3], [0.0, -0.1, 0.0], [0.2, 0.2, 0.0], [-0.2, -0.1, 0.0], [0.0, -0.1, 0.1], [0.0, 0.1, 0.1], [0.0, 0.0, 0.1], [-0.1, 0.1, 0.0], [0.1, -0.1, 0.2], [0.1, 0.1, -0.1], [-0.2, 0.5, -0.2], [-0.2, -0.1, 0.0], [-0.2, -0.1, -0.2], [0.1, 0.0, 0.2], [0.1, 0.1, 0.0], [0.0, 0.0, 0.0], [-0.1, 0.0, -0.1], [-0.2, -0.8, -1.2], [-0.1, 0.2, -0.1], [2.0, 2.1, 0.8], [0.2, -0.1, -0.1], [-0.1, 0.6, -0.2], [0.4, -1.1, -0.2], [0.0, 0.0, 0.0], [-0.1, 0.0, 0.0], [0.0, -0.1, 0.0], [0.1, 0.1, 0.1], [0.1, 0.0, 0.0], [0.1, -0.2, 0.2], [-0.4, 0.4, -0.5], [-0.1, 0.0, -0.2], [0.1, 0.0, 0.0], [0.0, 0.1, -0.1], [0.0, -0.1, 0.0], [0.0, 0.5, 0.8], [-0.1, 0.1, -0.1], [0.1, 0.0, 0.1], [0.0, 0.1, 0.1], [-0.1, -0.1, -0.1], [0.0, 0.4, 0.4], [0.1, 0.0, 0.1], [0.1, 0.1, 0.2], [-0.4, -0.7, 0.4], [0.0, 0.1, 0.0], [0.7, -0.6, 0.1], [-0.1, 0.0, 0.0], [0.2, -0.1, 0.0], [0.0, 0.0, 0.0], [0.0, 0.0, -0.1], [0.0, 0.0, 0.0], [-0.1, 0.0, 0.0], [0.0, 0.0, 0.0], [0.0, 0.0, 0.0]],
  "homo_lumo_gap_ev": 9.6,
  "charge": 0,
  "energy_ev": -66309.6296,
  "smiles": "CC(=O)OC(=O)CNS(=O)(=O)F.NC(N)=O.NC(N)=O.NC(N)=O.NC(N)=O.NC(N)=O.NC(N)=O",
  "lumo_ev": 0.281
}

No. 4
{
  "formula": "C7H13N",
  "method": "wB97M-V/def2-TZVPD",
  "species": ["N", "C", "C", "C", "C", "C", "C", "C", "H", "H", "H", "H", "H", "H", "H", "H", "H", "H", "H", "H", "H"],
  "coordinates": [[0.15044, -0.90892, 0.56002], [-1.07242, -0.24508, 0.16901], [2.53527, -0.60993, -0.02181], [-0.74140, 1.06735, -0.50006], [-1.35865, 1.04660, 0.87573], [1.24321, 0.05801, 0.42339], [0.76381, 1.16610, -0.55153], [-2.18903, -1.14888, -0.27805], [1.14261, 2.14416, -0.25468], [-0.75581, 1.32889, 1.72259], [1.11218, 0.95740, -1.56567], [-2.39268, 1.34656, 0.95807], [1.40533, 0.50094, 1.41421], [0.30597, -1.70376, -0.05397], [-1.30974, 1.45481, -1.33218], [-3.06923, -0.56448, -0.53766], [-1.88706, -1.72641, -1.15266], [3.34035, 0.11761, -0.05350], [2.80560, -1.39829, 0.67228], [2.42211, -1.04025, -1.01525], [-2.45087, -1.84243, 0.52168]],
  "atomic_forces_ev_per_a": [[0.0, -0.3, 0.0], [-0.3, 0.1, -0.2], [-0.3, 0.1, 0.2], [0.1, 0.0, -0.1], [-0.1, -0.1, 0.0], [0.3, 0.2, 0.0], [-0.1, -0.2, 0.2], [0.2, 0.1, 0.2], [0.1, 0.0, 0.0], [0.2, 0.0, 0.1], [0.0, 0.0, 0.0], [-0.1, 0.0, 0.0], [0.0, 0.0, -0.1], [0.0, 0.1, 0.0], [-0.1, 0.0, 0.0], [0.0, 0.0, 0.0], [0.0, -0.1, -0.1], [0.2, 0.1, 0.0], [0.1, -0.2, 0.1], [0.0, 0.0, -0.1], [-0.1, 0.0, 0.0]],
  "homo_lumo_gap_ev": 9.5,
  "charge": 0,
  "e_above_lowest_kcal_mol": 13.51,
  "energy_ev": -8959.3468,
  "smiles": "C[C@H]1C[C@@H]2C[C@]2(C)N1",
  "lumo_ev": 1.139
}

No. 5
{
  "formula": "C4H10NO3",
  "method": "wB97M-V/def2-TZVPD",
  "species": ["O", "O", "O", "N", "C", "C", "C", "C", "H", "H", "H", "H", "H", "H", "H", "H", "H", "H"],
  "coordinates": [[0.72259, -1.86484, -3.17812], [-2.52113, -0.93056, 1.59694], [0.77315, 2.37766, 2.10252], [-0.24203, 0.61340, 0.88723], [0.19129, -0.79821, -1.07168], [0.78073, 1.06697, 1.92376], [0.28290, 0.61865, -0.47807], [0.62713, -0.86814, -2.49191], [-2.27206, -1.84104, 1.44497], [-0.29514, 1.25550, -1.15349], [-1.76559, -0.41761, 1.20082], [1.72702, 0.53454, 1.63569], [-0.99915, 1.26727, 1.05812], [0.41386, 0.59498, 2.87979], [1.30399, 0.98023, -0.39591], [-0.74274, -1.30036, -0.81990], [0.91760, 0.06429, -3.01862], [0.88352, -1.42016, -0.48294]],
  "atomic_forces_ev_per_a": [[-0.2, -0.2, 0.5], [0.0, 0.3, -0.4], [0.7, 0.0, -0.7], [0.0, -0.6, 0.0], [1.2, 0.0, 1.1], [-1.2, 0.5, 1.5], [-1.3, -0.2, 0.4], [0.0, -0.5, -1.1], [0.1, -0.3, 0.0], [0.1, 0.4, 0.1], [0.0, -0.3, 0.6], [0.0, 0.2, -0.2], [0.3, 0.4, -0.5], [0.3, -0.6, -0.4], [0.3, 0.0, -0.5], [-0.4, 0.3, -0.6], [-0.1, 0.4, 0.5], [0.2, 0.0, -0.3]],
  "homo_lumo_gap_ev": 6.3,
  "charge": -1,
  "e_above_lowest_kcal_mol": 76.16,
  "energy_ev": -11942.0942,
  "lumo_ev": 3.438
}

No. 6
{
  "formula": "C9H36N6O12",
  "method": "wB97M-V/def2-TZVPD",
  "species": ["O", "O", "O", "O", "O", "O", "O", "O", "O", "O", "O", "O", "N", "N", "N", "N", "N", "N", "C", "C", "C", "C", "C", "C", "C", "C", "C", "H", "H", "H", "H", "H", "H", "H", "H", "H", "H", "H", "H", "H", "H", "H", "H", "H", "H", "H", "H", "H", "H", "H", "H", "H", "H", "H", "H", "H", "H", "H", "H", "H", "H", "H", "H"],
  "coordinates": [[-1.65204, 0.20015, -0.12338], [0.45011, 2.87531, -0.26254], [-3.01937, 2.87601, -0.05488], [-1.93459, 1.60067, -2.40139], [5.22707, -1.27106, -1.28002], [-4.60010, 0.25976, 0.35187], [-1.10395, -2.50311, 3.61255], [3.23638, -1.41372, 1.15095], [1.71298, -3.27665, 2.53903], [-3.53590, -2.27946, -1.77575], [-4.99799, -1.91435, -4.28924], [1.42000, 1.24680, 5.17140], [2.53375, 2.47724, -0.79081], [-0.85702, -1.83125, -0.31828], [2.30532, -0.01702, 3.64780], [0.46115, -0.31207, 0.43833], [0.37680, 0.93978, 3.20196], [2.15031, 3.74773, 0.87162], [4.23934, -0.45699, 0.81637], [-0.79638, -0.60832, 0.03443], [-2.76880, 2.70840, -2.55446], [-3.15117, -2.91879, -2.92837], [-3.59717, -2.07908, -4.20333], [5.48652, -1.10412, 0.12540], [1.60794, 3.04646, 0.00477], [-2.69572, 3.56939, -1.24986], [1.35318, 0.78329, 4.05272], [6.01339, -1.07993, -1.79651], [3.06474, -1.91525, 0.35057], [-2.33529, 2.24510, 0.18091], [-4.09848, -0.54778, 0.46364], [6.28810, -0.38567, 0.29680], [4.50839, 0.11180, 1.70642], [2.09365, 1.82986, -1.42903], [2.16721, -3.77109, 3.22126], [-5.39278, -1.04167, -4.35383], [-1.64221, -2.12523, -0.88144], [-2.09828, -3.18839, -2.84578], [5.90005, -2.05589, 0.45893], [2.20359, -0.46113, 2.74639], [3.51850, 2.70134, -0.77882], [1.21885, -0.97458, 0.35418], [1.56560, 4.32911, 1.45490], [-0.86789, -2.75273, 2.71913], [0.66082, 0.67140, 0.55235], [-0.15862, -2.50331, -0.03424], [0.18504, 0.28715, 2.45537], [-1.64856, 3.80552, -1.06065], [-2.13043, 1.14426, -1.57983], [-3.28665, -1.03504, -4.16248], [-0.56445, -3.06470, 4.16913], [-3.74985, -3.82447, -3.02548], [-3.82296, 2.44035, -2.62497], [3.12966, 3.85237, 1.09523], [-4.49565, -2.28452, -1.79660], [2.31209, -2.56271, 2.32085], [-3.27670, -2.51321, -5.15039], [3.88913, 0.20037, 0.02056], [2.96861, -0.25334, 4.37188], [-0.32738, 1.62164, 3.44552], [-3.93970, 0.93025, 0.17707], [-2.48137, 3.31485, -3.41335], [-3.22082, 4.51027, -1.41460]],
  "atomic_forces_ev_per_a": [[-3.6, 3.5, -0.4], [-3.6, -0.2, 0.4], [-1.5, 1.3, -2.0], [-0.8, 2.2, -1.7], [-0.6, 0.3, 0.4], [-0.5, 0.1, -0.2], [-0.4, 0.3, 0.0], [-0.2, 0.3, -0.1], [-0.4, -0.2, -0.2], [-0.1, 0.9, 1.4], [-1.4, -1.8, 0.6], [-0.4, 1.4, 0.9], [0.4, -1.8, -1.4], [-1.4, -4.9, -1.4], [2.3, -1.8, -1.4], [0.7, 1.4, 1.0], [-3.0, 1.5, -2.1], [1.5, 5.4, 6.8], [1.4, -1.1, -1.1], [4.4, 0.3, 0.2], [1.2, -1.6, -0.5], [-1.4, -0.1, -2.5], [0.5, 1.3, 0.2], [0.3, 0.7, -0.1], [1.2, -2.6, -4.7], [1.2, 0.2, 3.2], [0.5, 0.0, 2.7], [0.1, 0.0, 0.1], [0.2, -0.4, -0.2], [1.1, -0.4, 0.2], [0.2, -0.2, 0.0], [0.2, 0.2, -0.2], [-0.1, -0.3, 0.0], [0.8, 0.1, -0.3], [0.1, -0.2, 0.2], [0.9, 0.1, 0.1], [-0.3, -0.3, 0.4], [0.0, 0.3, -0.5], [-0.6, -0.1, 0.8], [0.6, -0.3, 0.5], [-0.4, -0.3, -0.2], [-0.2, 0.4, 0.1], [0.0, -0.1, 0.0], [0.2, -0.2, -0.1], [0.2, -0.1, 0.0], [-0.3, 0.1, -0.2], [0.0, 0.1, 0.4], [0.6, 0.0, -0.9], [-0.1, -1.3, 1.2], [1.3, -0.1, 0.2], [0.2, -0.1, 0.1], [0.3, -0.5, -0.1], [-0.4, -0.2, 0.3], [-0.2, -0.4, -0.5], [-0.3, 0.3, 0.3], [0.3, 0.3, 0.0], [0.3, -0.3, 0.2], [-0.3, 0.3, 0.2], [0.0, -0.3, -0.5], [0.0, -0.4, 0.0], [0.0, 0.0, 0.1], [0.2, -0.2, 0.1], [-0.8, -0.5, 0.3]],
  "homo_lumo_gap_ev": [9.1, 2.9],
  "charge": 1,
  "energy_ev": -43418.5395,
  "multiplicity": 2,
  "s_squared": 0.755,
  "lumo_ev": [-2.296, -8.474]
}

No. 7
{
  "formula": "C2H9BN",
  "method": "wB97M-V/def2-TZVPD",
  "species": ["N", "C", "C", "B", "H", "H", "H", "H", "H", "H", "H", "H", "H"],
  "coordinates": [[-1.89131, 0.01125, 0.97322], [2.11520, -0.05670, -0.68944], [-0.92899, 0.44540, -0.17205], [0.82813, -0.07472, 0.14429], [2.46720, -0.18331, -2.08366], [-1.21975, 1.38263, -0.51052], [-1.75010, 0.40003, 1.93705], [2.91177, 0.79350, -0.63511], [2.79616, -0.81865, 0.03341], [-2.84839, 0.41118, 0.57467], [-1.94515, -1.05208, 0.91144], [-1.13090, -0.18078, -1.10478], [0.59614, -1.07775, 0.62148]],
  "atomic_forces_ev_per_a": [[-1.8, 0.1, -2.7], [3.0, 0.8, -2.5], [0.5, -3.6, -0.5], [1.1, 2.7, -1.5], [-1.7, -0.5, 3.9], [0.4, 2.4, 0.2], [0.3, -0.5, -1.0], [-1.2, -0.9, 0.6], [-1.4, 1.2, -1.4], [2.0, -1.2, 1.5], [0.0, 1.7, 0.8], [0.0, 0.2, 1.6], [-1.3, -2.3, 1.0]],
  "homo_lumo_gap_ev": [6.3, 6.5],
  "charge": 1,
  "e_above_lowest_kcal_mol": 47.30,
  "energy_ev": -4371.2295,
  "multiplicity": 3,
  "s_squared": 2.008,
  "lumo_ev": [-4.082, -8.625]
}

No. 8
{
  "formula": "C4H10O2",
  "method": "wB97M-V/def2-TZVPD",
  "species": ["O", "O", "C", "C", "C", "C", "H", "H", "H", "H", "H", "H", "H", "H", "H", "H"],
  "coordinates": [[0.74524, -1.69703, -0.87567], [-1.06249, 0.14585, 0.46311], [0.81056, -0.52029, -2.98412], [-0.13747, 0.35194, 1.55238], [0.66496, -1.60702, -2.25093], [-0.65717, 1.37083, 2.52196], [0.77050, 0.48956, -2.59401], [1.05248, -0.64643, -4.02676], [-1.69432, 1.16682, 2.79588], [-0.74238, 2.35935, 2.05396], [0.84795, 0.56625, 1.13622], [0.06144, -1.09164, -0.53229], [-0.16009, 1.39945, 3.49048], [0.68185, -2.60244, -2.67374], [-0.10309, -0.64154, 1.99665], [-1.07797, 0.95633, -0.07311]],
  "atomic_forces_ev_per_a": [[-1.2, 0.5, -0.5], [0.2, 0.6, -0.4], [-0.1, 0.3, -0.2], [-0.4, -0.8, -0.3], [1.3, -0.8, 0.7], [-1.0, 0.6, 0.2], [0.2, -0.1, 0.2], [-0.5, 0.1, -0.2], [-0.1, -0.5, -0.2], [0.5, 0.0, 0.2], [0.1, 0.2, 0.2], [0.2, 0.0, 0.4], [0.5, 0.2, -0.3], [0.1, 0.0, -0.3], [0.2, 0.1, 0.2], [-0.1, -0.3, 0.2]],
  "homo_lumo_gap_ev": 9.9,
  "charge": 0,
  "e_above_lowest_kcal_mol": 41.02,
  "energy_ev": -8403.7683,
  "smiles": "C=CO.CCO",
  "lumo_ev": 0.799
}